# 1
{"formula": "C24H62BF4N2O14P2S3", "method": "wB97M-V/def2-TZVPD", "species": ["N", "H", "H", "H", "H", "N", "H", "H", "H", "H", "B", "F", "F", "F", "F", "C", "C", "C", "S", "O", "O", "C", "H", "H", "H", "H", "H", "H", "H", "H", "C", "C", "C", "S", "O", "O", "C", "H", "H", "H", "H", "H", "H", "H", "H", "C", "C", "C", "S", "O", "O", "C", "H", "H", "H", "H", "H", "H", "H", "H", "C", "C", "O", "P", "O", "O", "C", "C", "O", "C", "C", "H", "H", "H", "H", "H", "H", "H", "H", "H", "H", "H", "H", "H", "H", "H", "C", "C", "O", "P", "O", "O", "C", "C", "O", "C", "C", "H", "H", "H", "H", "H", "H", "H", "H", "H", "H", "H", "H", "H", "H", "H"], "xyz": [[30.806, -25.564, -28.252], [31.048, -24.606, -28.571], [31.027, -26.141, -29.092], [29.858, -25.591, -27.892], [31.454, -25.825, -27.508], [31.540, -20.454, -28.173], [31.442, -19.533, -27.731], [31.039, -20.375, -29.082], [31.079, -21.184, -27.633], [32.549, -20.593, -28.231], [30.662, -22.726, -30.206], [29.927, -23.921, -30.334], [31.583, -23.015, -29.136], [31.327, -22.414, -31.371], [29.811, -21.663, -29.862], [27.930, -23.164, -34.518], [28.552, -23.108, -33.115], [27.877, -21.967, -32.376], [26.135, -22.110, -32.846], [25.640, -20.839, -33.340], [25.439, -22.860, -31.827], [26.425, -23.194, -34.252], [28.246, -24.097, -34.984], [28.219, -22.281, -35.083], [29.625, -22.934, -33.220], [28.445, -24.040, -32.554], [28.260, -21.043, -32.813], [27.955, -21.939, -31.295], [25.902, -22.773, -35.112], [25.973, -24.156, -34.017], [35.178, -20.783, -31.778], [36.570, -21.211, -31.318], [37.247, -22.095, -32.395], [35.884, -22.963, -33.258], [35.925, -24.346, -32.831], [35.903, -22.525, -34.637], [34.563, -22.037, -32.347], [35.324, -20.040, -32.567], [34.671, -20.355, -30.915], [36.472, -21.797, -30.400], [37.253, -20.389, -31.103], [37.902, -22.816, -31.919], [37.719, -21.501, -33.174], [34.385, -22.730, -31.518], [33.684, -22.032, -32.986], [26.262, -19.156, -28.061], [26.083, -17.744, -28.592], [27.412, -17.264, -29.158], [28.173, -18.736, -29.947], [29.554, -18.928, -29.552], [27.784, -18.680, -31.344], [27.118, -19.914, -29.058], [25.389, -19.744, -27.785], [26.797, -19.034, -27.111], [25.669, -17.061, -27.850], [25.370, -17.677, -29.420], [28.064, -16.800, -28.418], [27.296, -16.559, -29.979], [27.811, -20.630, -28.606], [26.594, -20.575, -29.751], [33.410, -14.481, -37.531], [34.177, -15.681, -37.024], [33.425, -16.426, -36.051], [32.442, -17.567, -36.585], [33.108, -18.570, -37.445], [31.846, -18.129, -35.219], [32.451, -19.233, -34.521], [31.512, -19.648, -33.437], [31.210, -16.789, -37.225], [30.174, -17.604, -37.786], [29.168, -16.734, -38.495], [33.926, -13.909, -38.300], [32.461, -14.789, -37.971], [33.222, -13.859, -36.653], [34.491, -16.362, -37.819], [35.109, -15.330, -36.579], [32.645, -20.011, -35.265], [33.425, -18.871, -34.174], [31.090, -18.798, -32.895], [30.582, -20.046, -33.863], [31.851, -20.416, -32.745], [30.577, -18.371, -38.451], [29.677, -18.189, -37.004], [28.686, -15.975, -37.886], [29.610, -16.301, -39.398], [28.376, -17.324, -38.968], [31.436, -31.192, -31.646], [31.604, -29.908, -32.448], [30.459, -29.047, -32.229], [30.600, -27.559, -31.765], [30.913, -27.267, -30.364], [31.633, -26.968, -32.787], [32.045, -25.596, -32.729], [31.762, -24.856, -34.009], [29.197, -26.884, -32.173], [28.531, -27.222, -33.389], [27.050, -27.428, -33.144], [32.328, -31.808, -31.583], [31.114, -30.922, -30.637], [30.608, -31.845, -31.941], [32.428, -29.444, -31.898], [31.875, -29.969, -33.494], [31.584, -25.143, -31.844], [33.097, -25.489, -32.436], [32.217, -25.232, -34.923], [30.677, -24.850, -34.135], [32.125, -23.831, -33.913], [28.733, -26.527, -34.213], [28.922, -28.156, -33.810], [26.916, -28.076, -32.284], [26.603, -26.446, -32.974], [26.655, -27.819, -34.083]], "mulliken_charge": [-0.1618, 0.1499, 0.3916, 0.4014, 0.4415, -0.2401, 0.4110, 0.1064, 0.3289, 0.3292, 0.2526, -0.3433, -0.7174, -0.1141, 0.0853, -0.7916, 0.5270, -0.0398, 1.3189, -0.6980, -0.7145, -0.8021, 0.3371, 0.3947, -0.3954, 0.0055, 0.0104, 0.0369, 0.4582, 0.2900, -0.2746, -0.8740, -0.7585, 1.2400, -0.6682, -0.6575, -0.0958, 0.2633, 0.1925, 0.3517, 0.3859, 0.3807, 0.3808, 0.1628, -0.0604, -0.7449, -0.6278, -0.8355, 1.1857, -0.7204, -0.6066, -0.2025, 0.3881, 0.2559, 0.4166, 0.2987, 0.3437, 0.3833, 0.1749, 0.2234, -0.8669, -0.3987, -0.3322, 0.8000, -0.7414, -0.1493, -0.3713, -0.6071, -0.2065, -0.1265, -1.3082, 0.3768, 0.1848, 0.2442, 0.3452, 0.3067, 0.4074, 0.2198, 0.3341, 0.1477, 0.0934, 0.3534, 0.1993, 0.3108, 0.3198, 0.4152, -1.2298, -0.1883, -0.2368, 0.8365, -0.9079, -0.2584, 0.5649, -0.2603, -0.1580, -0.0719, -1.2192, 0.3703, 0.2898, 0.3251, 0.2661, 0.3486, -0.4783, 0.3393, 0.4590, -0.3243, -0.1060, 0.1155, 0.4894, 0.3198, 0.1971, 0.4073], "lumo_energy_ha": -0.1179, "e_homo_ev": -11.76, "orbital_gap_ev": 8.6, "total_energy_ev": -120174.3514, "charge": 1, "spin_multiplicity": 1}


# 2
{"formula": "C12H32IO2PSi", "method": "wB97M-V/def2-TZVPD", "species": ["O", "P", "Si", "O", "I", "H", "H", "H", "H", "C", "C", "C", "C", "C", "C", "H", "H", "H", "H", "H", "H", "H", "H", "H", "H", "H", "H", "H", "H", "C", "C", "C", "C", "C", "C", "H", "H", "H", "H", "H", "H", "H", "H", "H", "H", "H", "H", "H", "H"], "xyz": [[1.415, 4.046, 1.513], [0.072, 3.584, 0.970], [0.503, 1.982, -0.548], [1.732, 2.603, -1.523], [-1.599, 1.596, -1.768], [-0.593, 4.658, 0.302], [-0.773, 3.089, 2.002], [0.989, 0.807, 0.174], [1.642, 3.543, -1.613], [-1.226, -2.898, -7.598], [-1.780, -3.420, -6.277], [-2.604, -2.386, -5.512], [-1.834, -1.133, -5.090], [-0.604, -1.395, -4.222], [-0.934, -2.057, -2.889], [-0.545, -2.059, -7.448], [-0.672, -3.681, -8.118], [-2.034, -2.567, -8.254], [-0.959, -3.785, -5.653], [-2.415, -4.286, -6.479], [-3.039, -2.862, -4.629], [-3.451, -2.078, -6.133], [-2.519, -0.475, -4.544], [-1.528, -0.575, -5.979], [-0.111, -0.438, -4.028], [0.122, -2.006, -4.765], [-1.625, -1.441, -2.311], [-0.028, -2.192, -2.295], [-1.387, -3.041, -3.026], [2.871, 0.246, 3.562], [1.424, 0.695, 3.724], [1.265, 1.919, 4.625], [1.713, 1.718, 6.074], [1.016, 0.576, 6.813], [-0.490, 0.770, 6.947], [3.309, -0.056, 4.514], [2.935, -0.609, 2.886], [3.481, 1.050, 3.145], [0.819, -0.136, 4.100], [1.022, 0.942, 2.736], [0.216, 2.234, 4.610], [1.831, 2.751, 4.196], [1.541, 2.651, 6.620], [2.793, 1.551, 6.101], [1.451, 0.496, 7.813], [1.221, -0.377, 6.316], [-0.717, 1.696, 7.478], [-0.935, -0.055, 7.507], [-0.981, 0.808, 5.974]], "mulliken_charge": [-0.6039, 0.2562, 0.5762, -0.4405, -0.1045, 0.0915, 0.0835, -0.1046, 0.2999, -1.1895, -0.3531, -0.7471, -0.5108, -0.3179, -1.0798, 0.2840, 0.3765, 0.2930, 0.2372, 0.3628, 0.3037, 0.3800, 0.2371, 0.3211, 0.2585, 0.2830, 0.1787, 0.3404, 0.3279, -1.2974, 0.2056, -0.5693, -0.8441, -0.3773, -1.1774, 0.3355, 0.3933, 0.2935, 0.2940, -0.2207, 0.3001, 0.3423, 0.3927, 0.3382, 0.3728, 0.2374, 0.2926, 0.3760, 0.2731], "lumo_energy_ha": 0.0064, "smiles": "O=[PH2][Si@H](O)I.CCCCCC.CCCCCC", "e_homo_ev": -9.67, "orbital_gap_ev": 9.8, "total_energy_ev": -42327.4449, "charge": 0, "spin_multiplicity": 1}


# 3
{"formula": "C5H8O", "method": "wB97M-V/def2-TZVPD", "species": ["O", "C", "C", "C", "C", "C", "H", "H", "H", "H", "H", "H", "H", "H"], "xyz": [[-0.905, 1.299, 0.102], [0.402, 1.003, 0.722], [0.389, -0.304, 1.323], [-1.132, -0.570, -0.545], [0.260, -0.655, -1.131], [1.100, -0.105, -0.006], [-1.525, 1.271, 0.852], [0.893, 1.921, 1.038], [0.899, -0.550, 2.251], [-1.924, -0.142, -1.158], [-1.459, -1.364, 0.111], [0.485, -1.708, -1.360], [0.336, -0.074, -2.058], [2.182, -0.022, -0.141]], "mulliken_charge": [-0.4861, -0.1468, -0.7559, -0.5050, -0.2478, -0.3970, 0.3822, 0.3850, 0.1764, 0.2717, 0.3342, 0.3116, 0.3026, 0.3748], "lumo_energy_ha": [0.0054, 0.0055], "e_homo_ev": [-6.91, -6.91], "orbital_gap_ev": [7.1, 7.1], "total_energy_ev": -7356.0484, "charge": 0, "spin_multiplicity": 1}


# 4
{"formula": "C5H16N3O3", "method": "wB97M-V/def2-TZVPD", "species": ["C", "C", "C", "C", "N", "C", "N", "N", "H", "H", "H", "H", "H", "H", "H", "H", "H", "H", "H", "H", "O", "H", "H", "O", "H", "H", "O"], "xyz": [[0.624, -0.415, -1.424], [-0.845, -0.241, -1.140], [-1.152, 0.176, 0.272], [-1.809, 1.233, 0.819], [-1.671, 1.117, 2.173], [-0.877, 0.036, 2.414], [-0.613, -0.595, 1.295], [1.168, -1.500, -0.572], [1.060, 0.570, -1.253], [0.852, -0.686, -2.454], [-1.264, 0.568, -1.743], [-1.469, -1.109, -1.371], [-2.403, 1.972, 0.314], [-1.737, 1.891, 2.815], [-0.776, -0.314, 3.427], [0.974, -1.260, 0.418], [0.687, -2.379, -0.756], [2.196, -1.646, -0.661], [-3.977, -1.510, 0.293], [-4.200, -0.135, -0.227], [-3.519, -0.819, -0.199], [4.514, -0.897, -1.058], [3.486, 0.161, -1.447], [3.601, -0.805, -1.344], [3.148, 2.207, -0.213], [3.720, 2.703, -1.443], [3.330, 1.882, -1.109]], "mulliken_charge": [-0.7226, -0.5709, 0.6496, -0.7008, -0.0947, -0.4175, -0.6048, -0.1761, 0.3327, 0.4471, 0.3346, 0.2885, 0.4862, 0.2563, 0.4137, 0.3439, 0.3613, 0.3906, 0.2805, 0.2973, -0.5702, 0.2956, 0.3908, -0.6820, 0.3110, 0.3110, -0.6512], "lumo_energy_ha": -0.0919, "e_homo_ev": -11.84, "orbital_gap_ev": 9.3, "total_energy_ev": -16051.9950, "charge": 1, "spin_multiplicity": 1}


# 5
{"formula": "C6H6N2S2", "method": "wB97M-V/def2-TZVPD", "species": ["C", "C", "C", "C", "C", "C", "N", "N", "S", "S", "H", "H", "H", "H", "H", "H"], "xyz": [[0.727, 2.693, -0.657], [-0.468, 2.034, 1.439], [1.267, -0.761, -1.387], [0.688, 1.342, -0.427], [0.046, 0.979, 0.834], [-1.365, -2.641, 0.600], [1.403, 0.542, -1.342], [0.398, -1.350, -0.549], [-0.131, 3.567, 0.552], [0.103, -2.906, -0.407], [1.227, 3.211, -1.374], [-0.891, 2.062, 2.443], [1.863, -1.311, -2.123], [-1.172, -2.777, 1.668], [-2.298, -3.132, 0.323], [-1.397, -1.552, 0.406]], "mulliken_charge": [-0.2654, -0.3125, 0.1099, 0.4799, -0.6881, -0.6565, -0.5047, -0.2015, -0.0920, 0.0261, 0.5059, 0.4105, 0.3910, 0.2586, 0.3258, 0.2132], "lumo_energy_ha": [-0.0799, -0.0964], "e_homo_ev": [-7.34, -7.26], "orbital_gap_ev": [5.2, 4.6], "total_energy_ev": -30963.6839, "charge": 0, "spin_multiplicity": 1}